22
Properties=species:S:1:pos:R:3:nbo_charge:R:1 method="wB97M-V/def2-TZVPD" orbital_gap_ha=0.1737 charge=+1 e_above_lowest_kcal_mol=153.0 spin_multiplicity=1
C 0.27 -2.09 -2.45 -0.633
C 0.13 -1.13 -1.25 -0.341
C -1.23 -0.32 -1.09 -0.477
C -1.01 0.33 0.21 0.171
C -1.69 -0.25 1.25 0.205
N -1.37 0.10 2.58 -0.604
N -0.11 1.37 0.32 -0.501
N 2.74 2.58 1.77 -1.080
H 0.28 -1.58 -3.41 0.229
H -0.34 -2.93 -2.61 0.237
H 1.21 -2.55 -2.23 0.243
H 0.29 -1.73 -0.25 0.211
H -2.12 -0.99 -1.33 0.257
H -1.22 0.40 -2.04 0.264
H -2.07 -1.26 1.14 0.257
H -2.08 0.32 3.21 0.426
H -0.74 0.91 2.59 0.419
H -0.57 2.22 -0.01 0.403
H 2.22 1.69 1.55 0.348
H 3.42 2.39 2.54 0.372
H 0.72 -0.21 -1.39 0.233
H 3.26 2.71 0.89 0.362